{
  "formula": "C5H6ClN2",
  "method": "ωB97M-V with the def2-TZVPD basis set",
  "lumo_energy_ev": -6.279,
  "homo_lumo_gap_ev": 8.417,
  "relative_energy_kj_mol": 190.0,
  "fmax_ev_per_a": 3.625,
  "total_charge": 1,
  "homo_energy_ev": -14.70,
  "elements": ["C", "C", "C", "C", "C", "N", "N", "Cl", "H", "H", "H", "H", "H", "H"],
  "positions_angstrom": [[0.693, -0.636, -0.363], [0.589, 0.172, 1.416], [-1.599, -0.688, 1.704], [-0.444, -1.262, -0.133], [0.674, 0.794, 0.082], [-0.509, -0.143, 2.062], [-1.510, -1.289, 0.428], [0.043, 1.062, -3.825], [1.622, -1.152, -0.528], [1.428, 0.029, 2.131], [-2.352, -0.769, 2.392], [1.608, 1.246, -0.111], [-0.269, 1.325, -0.158], [0.026, 1.312, -5.096]],
  "atomic_forces_ev_per_a": [[1.552, -0.779, -0.160], [0.777, -0.235, 2.330], [3.547, -0.210, -0.717], [-2.234, -0.046, 0.297], [-1.957, 0.029, 0.177], [-1.116, 1.333, 0.281], [0.032, -0.441, -0.900], [-0.006, 0.065, -0.365], [0.120, -0.060, -0.432], [0.132, -0.039, -1.333], [-2.434, -0.404, 0.876], [0.633, 0.869, -0.263], [0.944, 0.000, -0.213], [0.011, -0.083, 0.423]],
  "mulliken_charge": [-0.4101, 0.0421, -0.1508, 0.6430, -0.3477, -0.2457, -0.3074, -0.2491, 0.3491, 0.4065, 0.4457, 0.2836, 0.2774, 0.2634]
}

{
  "formula": "C5H6ClNO",
  "method": "ωB97M-V with the def2-TZVPD basis set",
  "lumo_energy_ev": 0.419,
  "homo_lumo_gap_ev": 8.454,
  "relative_energy_kj_mol": 436.5,
  "smiles": "C=CC=C=O.C=NCl",
  "fmax_ev_per_a": 4.868,
  "total_charge": 0,
  "homo_energy_ev": -8.04,
  "elements": ["C", "C", "C", "C", "O", "H", "H", "H", "H", "C", "N", "Cl", "H", "H"],
  "positions_angstrom": [[1.213, 0.152, 1.566], [1.238, 0.269, 0.232], [0.513, 1.284, -0.513], [-0.210, 2.282, -0.138], [-0.684, 3.286, 0.235], [0.981, 0.932, 2.215], [1.854, -0.558, 1.946], [1.987, -0.254, -0.340], [0.499, 1.093, -1.582], [-2.663, 0.193, -2.092], [-1.816, 1.081, -1.993], [-0.874, 1.465, -3.452], [-3.381, -0.095, -1.230], [-2.990, -0.427, -2.997]],
  "atomic_forces_ev_per_a": [[0.847, 0.087, -2.094], [-0.215, 1.304, 1.311], [1.086, -1.751, -1.574], [-0.195, 2.605, 1.517], [-0.073, -1.318, -0.523], [-1.437, 1.003, 0.973], [1.226, -1.575, 1.075], [-0.458, -0.743, -0.216], [-0.008, 0.369, 0.226], [-3.675, -3.111, -0.716], [0.949, 1.573, -0.197], [-0.798, -0.445, 0.247], [1.692, 0.971, -0.814], [1.058, 1.031, 0.786]],
  "mulliken_charge": [-0.8753, -0.1591, -0.4805, 0.9357, -0.4121, 0.2947, 0.2956, 0.3417, 0.1214, -0.1831, -0.2222, -0.1240, 0.2342, 0.2329]
}

{
  "formula": "C5H6ClNO",
  "method": "ωB97M-V with the def2-TZVPD basis set",
  "lumo_energy_ev": -0.400,
  "homo_lumo_gap_ev": 8.460,
  "relative_energy_kj_mol": 716.5,
  "fmax_ev_per_a": 7.437,
  "total_charge": 0,
  "homo_energy_ev": -8.86,
  "elements": ["C", "C", "C", "C", "C", "H", "H", "H", "H", "H", "H", "N", "O", "Cl"],
  "positions_angstrom": [[1.012, -0.563, -1.239], [1.646, -0.402, 0.148], [0.241, 0.762, -0.738], [-0.477, 0.275, 0.447], [0.358, -0.578, 1.069], [0.897, -2.638, -1.356], [1.817, -0.071, -1.950], [2.649, -0.676, 0.906], [2.079, 1.256, -0.961], [-0.112, 1.419, -1.467], [-0.091, -1.279, 2.044], [1.454, 1.123, -0.095], [0.179, -1.539, -1.793], [-2.090, 0.557, 1.157]],
  "atomic_forces_ev_per_a": [[0.030, 2.279, -2.538], [0.443, 0.374, 4.880], [0.109, -1.895, -0.565], [-1.922, -2.066, 2.734], [-2.053, -0.855, 1.582], [-3.391, 4.353, -2.201], [-1.441, -1.722, 0.311], [-2.467, 0.301, -3.282], [-0.362, 0.506, 1.897], [-1.062, 1.045, -0.831], [2.192, 2.192, -3.078], [4.278, 0.345, -0.643], [4.647, -5.022, 2.916], [1.000, 0.167, -1.184]],
  "mulliken_charge": [0.1197, -0.1091, -0.0500, -0.1467, -0.3650, 0.3834, 0.1888, 0.2725, 0.2453, 0.5870, 0.2399, -0.5558, -0.6001, -0.2098]
}

{
  "formula": "C5H6CuO3",
  "method": "ωB97M-V with the def2-TZVPD basis set",
  "lumo_energy_ev": [-3.939, -6.389],
  "homo_lumo_gap_ev": [8.021, 7.423],
  "s2": 2.018,
  "multiplicity": 3,
  "relative_energy_kj_mol": 0.0,
  "fmax_ev_per_a": 10.578,
  "total_charge": 1,
  "homo_energy_ev": [-11.96, -13.81],
  "elements": ["C", "C", "C", "C", "O", "Cu", "H", "H", "H", "H", "H", "O", "O", "C", "H"],
  "positions_angstrom": [[-3.317, 0.570, -0.180], [-1.980, 0.358, -0.811], [-1.072, -0.505, 0.037], [0.226, -0.236, 0.242], [0.969, -0.674, 1.241], [2.473, -0.831, 1.738], [-4.170, -0.074, -0.404], [-3.432, 1.319, 0.607], [-1.479, 1.330, -0.972], [-2.109, -0.095, -1.806], [-1.500, -1.401, 0.498], [5.684, 0.313, -0.582], [4.093, -0.384, 0.930], [4.777, 0.031, 0.063], [0.836, 0.279, -0.599]],
  "atomic_forces_ev_per_a": [[-0.345, 0.002, 0.355], [0.399, 0.353, 0.006], [-2.809, -0.811, -0.246], [5.503, 0.173, 0.467], [-9.724, 1.100, -4.016], [5.999, -0.685, 2.303], [0.400, 0.214, 0.016], [0.054, -0.266, -0.363], [-0.161, -0.377, -0.002], [0.098, -0.144, 0.176], [0.046, 0.439, 0.181], [-1.158, 0.353, -0.520], [1.067, 0.727, -1.254], [1.860, -0.900, 1.488], [-1.229, -0.179, 1.410]],
  "lowdin_spin": [0.7423, 0.1751, 0.4345, 0.1539, 0.2704, 0.0719, 0.0402, 0.0403, 0.0135, 0.0350, 0.0168, 0.0006, 0.0023, 0.0002, 0.0032]
}

{
  "formula": "C5H6CuO4",
  "method": "ωB97M-V with the def2-TZVPD basis set",
  "lumo_energy_ev": -5.438,
  "homo_lumo_gap_ev": 7.997,
  "relative_energy_kj_mol": 18.2,
  "fmax_ev_per_a": 1.989,
  "total_charge": 1,
  "homo_energy_ev": -13.43,
  "elements": ["O", "C", "C", "O", "Cu", "H", "H", "C", "C", "O", "C", "O", "H", "H", "H", "H"],
  "positions_angstrom": [[-0.114, 0.355, -0.061], [-0.420, -0.799, 0.201], [-1.141, -1.069, 1.516], [-1.447, -0.127, 2.217], [-0.721, 1.952, 1.585], [0.027, -1.648, -0.343], [-1.312, -2.117, 1.818], [3.359, -1.759, 2.860], [3.304, -0.451, 2.652], [2.070, 0.110, 2.311], [1.876, 1.329, 1.888], [2.971, 2.025, 1.858], [2.503, -2.405, 2.659], [4.164, 0.214, 2.603], [4.325, -2.224, 3.058], [2.782, 2.941, 1.613]],
  "atomic_forces_ev_per_a": [[-0.927, -1.192, 0.011], [1.548, 1.249, 0.023], [-0.442, 0.380, 0.412], [0.121, -0.282, -0.348], [1.156, -1.051, -0.024], [-0.429, 0.153, -0.151], [-0.051, 0.283, 0.021], [0.134, 0.273, -0.622], [0.895, -0.545, -0.222], [-0.728, 0.158, -0.397], [-1.207, 0.242, 0.515], [0.458, 0.143, -0.001], [0.154, 0.221, 0.442], [-0.332, -0.124, 0.362], [-0.335, 0.159, 0.076], [-0.014, -0.068, -0.097]],
  "mulliken_charge": [-0.4095, 0.0660, 0.1771, -0.4086, 0.6612, 0.3795, 0.3811, -0.6502, 0.0585, -0.1778, 0.0823, -0.3871, 0.2225, 0.3140, 0.2662, 0.4249]
}

{
  "formula": "C5H6F3NO",
  "method": "ωB97M-V with the def2-TZVPD basis set",
  "lumo_energy_ev": [0.735, -2.821],
  "homo_lumo_gap_ev": [6.940, 7.610],
  "s2": 2.006,
  "multiplicity": 3,
  "fmax_ev_per_a": 9.126,
  "total_charge": 0,
  "homo_energy_ev": [-6.20, -10.43],
  "elements": ["C", "C", "C", "C", "C", "N", "O", "F", "F", "F", "H", "H", "H", "H", "H", "H"],
  "positions_angstrom": [[-1.678, -1.753, 0.045], [-0.707, -1.076, -0.586], [-0.173, 1.265, -0.162], [1.727, -0.305, -0.315], [0.256, -0.193, 0.137], [-0.573, 2.022, 0.863], [-0.190, 1.629, -1.347], [2.617, 0.447, 0.383], [2.228, -1.570, -0.460], [0.297, -0.256, 1.566], [-2.479, -2.250, -0.512], [-1.864, -1.757, 1.061], [-0.521, -1.089, -1.676], [1.830, 0.014, -1.393], [-0.052, 1.889, 1.678], [-0.720, 2.985, 0.720]],
  "atomic_forces_ev_per_a": [[-6.820, -4.796, 1.733], [7.201, 4.238, -3.668], [0.103, 0.726, -3.377], [0.966, 0.253, -3.856], [0.744, 0.905, 1.239], [-0.187, -0.323, 0.251], [-0.031, -0.580, 1.740], [-0.756, -0.377, 0.571], [-0.397, -0.364, 1.430], [-0.485, -0.928, -0.942], [0.371, 0.394, 0.047], [0.148, 0.123, 1.948], [-0.214, -0.144, 0.887], [-0.764, 0.486, 1.115], [0.485, -0.679, 1.735], [-0.364, 1.067, -0.854]],
  "lowdin_spin": [0.8505, 0.7874, 0.0461, 0.0257, 0.0992, 0.0034, 0.0395, 0.0040, 0.0085, 0.0020, 0.0483, 0.0566, 0.0265, 0.0006, 0.0002, 0.0015]
}

{
  "formula": "C5H6F3O3S3",
  "method": "ωB97M-V with the def2-TZVPD basis set",
  "lumo_energy_ev": -5.133,
  "homo_lumo_gap_ev": 7.675,
  "relative_energy_kj_mol": 0.0,
  "fmax_ev_per_a": 4.355,
  "total_charge": 1,
  "homo_energy_ev": -12.81,
  "elements": ["C", "C", "C", "C", "C", "O", "O", "O", "F", "F", "F", "S", "S", "S", "H", "H", "H", "H", "H", "H"],
  "positions_angstrom": [[2.324, 0.058, -0.632], [-0.255, -1.999, -0.930], [0.267, 1.106, 0.184], [0.063, -0.137, 0.919], [5.314, -0.347, 0.747], [4.703, 1.794, -0.659], [5.724, -0.033, -2.037], [3.386, -0.437, -1.123], [4.351, 0.079, 1.527], [5.294, -1.656, 0.593], [6.440, 0.067, 1.209], [2.047, 1.613, -0.293], [0.865, -1.516, 0.142], [4.897, 0.382, -0.959], [-1.018, -1.342, -1.310], [-0.103, -2.972, -1.389], [-0.377, 0.854, -0.754], [-0.074, 2.077, 0.781], [0.456, 0.105, 1.957], [-1.058, -0.380, 1.121]],
  "atomic_forces_ev_per_a": [[-0.611, -0.876, 0.338], [0.846, -0.363, 0.596], [-2.030, 3.370, -1.867], [-0.642, 0.356, 3.934], [-0.401, -0.546, -1.190], [-0.442, -2.066, -0.576], [-0.782, -0.337, 0.857], [1.922, -0.440, -0.274], [-0.799, -0.160, 0.543], [-0.016, -0.174, 0.376], [0.951, 0.283, -0.165], [-2.271, 0.272, 0.772], [-0.748, -0.811, -1.052], [1.660, 2.503, -0.192], [-0.202, 0.059, 0.040], [0.059, 0.225, 0.020], [1.345, 1.840, 0.961], [0.183, -2.259, -1.443], [0.004, -1.273, -0.897], [1.974, 0.396, -0.783]],
  "mulliken_charge": [0.3727, -0.4887, -0.5403, -0.5748, 0.8114, -0.5690, -0.4901, -0.3193, -0.2006, -0.1967, -0.1565, 0.1303, 0.1863, 0.9765, 0.2800, 0.3011, 0.2769, 0.4073, 0.3782, 0.4152]
}

{
  "formula": "C5H6F4O2S",
  "method": "ωB97M-V with the def2-TZVPD basis set",
  "lumo_energy_ev": [-0.681, -0.977],
  "homo_lumo_gap_ev": [8.929, 8.248],
  "relative_energy_kj_mol": 197.0,
  "fmax_ev_per_a": 2.692,
  "total_charge": 0,
  "homo_energy_ev": [-9.61, -9.23],
  "elements": ["C", "C", "C", "C", "C", "O", "O", "F", "F", "F", "F", "S", "H", "H", "H", "H", "H", "H"],
  "positions_angstrom": [[-1.480, -0.032, -0.867], [-0.313, -0.076, 1.677], [0.951, -0.368, -0.468], [-0.092, 0.474, -1.086], [2.366, -0.182, -0.164], [-2.231, 1.509, 1.076], [-2.938, -0.775, 1.321], [-0.166, -1.331, 2.177], [0.696, -1.625, -0.725], [0.179, 0.536, -2.491], [0.061, 1.788, -0.743], [-1.944, 0.137, 0.914], [-2.058, 0.640, -1.428], [-1.407, -1.016, -1.208], [0.234, 0.831, 2.074], [3.044, -0.613, -0.902], [2.413, -0.792, 0.739], [2.684, 0.894, 0.104]],
  "atomic_forces_ev_per_a": [[1.040, 0.807, 1.449], [0.689, -0.677, -2.066], [-1.251, 1.098, 1.807], [1.296, 1.916, -1.377], [0.725, 1.880, 1.138], [-0.054, 1.898, 0.075], [-0.276, -1.734, 0.130], [0.354, 1.133, 0.230], [-0.291, -1.727, -0.213], [-0.538, -0.597, 0.843], [-0.042, -0.485, 0.512], [1.688, 0.801, -0.861], [-1.498, 0.441, -0.713], [-0.828, -1.677, -0.495], [-0.884, -1.440, 0.099], [-0.172, 0.080, -0.173], [0.766, 0.005, 0.179], [-0.724, -1.722, -0.564]],
  "mulliken_charge": [-1.0285, -0.1789, 0.2779, 1.0453, -1.2266, -0.6094, -0.6262, -0.2567, -0.2751, -0.3576, -0.2743, 1.1361, 0.4516, 0.4761, 0.4472, 0.3519, 0.3737, 0.2735]
}